# 1
{
  "formula": "C28H56NO4",
  "method": "ωB97M-V/def2-TZVPD",
  "energy_ha": -1455.798893,
  "e_lumo_ev": -2.496,
  "homo_ha": -0.3647,
  "charge": 1,
  "gap_ha": 0.2729,
  "species": ["C", "O", "C", "C", "C", "C", "C", "C", "C", "O", "C", "C", "N", "C", "C", "C", "C", "C", "C", "C", "C", "C", "C", "H", "H", "H", "H", "H", "H", "H", "H", "H", "H", "H", "H", "H", "H", "H", "H", "H", "H", "H", "H", "H", "H", "H", "H", "H", "H", "H", "H", "H", "H", "H", "H", "H", "H", "H", "H", "H", "H", "H", "H", "C", "C", "C", "O", "C", "H", "H", "H", "H", "H", "H", "H", "H", "C", "C", "C", "O", "C", "H", "H", "H", "H", "H", "H", "H", "H"],
  "xyz": [[2.9927, 3.2288, 0.7259], [1.5840, 3.3414, 0.6968], [1.0091, 2.7587, -0.4499], [-0.3277, 3.4472, -0.7831], [-1.4926, 2.4647, -0.7051], [-1.4413, 1.4524, -1.8575], [-2.3014, 0.2172, -1.5918], [-1.6246, -0.8131, -0.6597], [-2.5172, -1.0042, 0.5767], [-2.2821, -2.1734, 1.3620], [-1.1842, -2.9183, 0.9079], [-1.4568, -3.3133, -0.5275], [-1.3812, -2.1044, -1.4202], [-0.1469, -2.0266, -2.2819], [1.1408, -2.4542, -1.5893], [2.3803, -1.8357, -2.2427], [2.2871, -0.2938, -2.1772], [3.7081, -2.2778, -1.5791], [3.6656, -3.5305, -0.6694], [3.6233, -3.3304, 0.8266], [2.8511, -2.4476, 1.5300], [1.9608, -2.9795, 2.6416], [2.8459, -0.9444, 1.3704], [3.3507, 3.8324, 1.5541], [3.4219, 3.5583, -0.2232], [3.3166, 2.1952, 0.9016], [0.7795, 1.7087, -0.2091], [1.6924, 2.7813, -1.3031], [-0.2631, 3.8789, -1.7817], [-0.4602, 4.2385, -0.0477], [-1.3951, 1.9025, 0.2319], [-2.4446, 2.9915, -0.7338], [-1.8819, 1.9682, -2.7151], [-0.4175, 1.2105, -2.1506], [-3.2110, 0.5693, -1.1039], [-2.6108, -0.2349, -2.5387], [-0.6413, -0.4127, -0.4158], [-2.3352, -0.1414, 1.2197], [-3.5639, -1.0269, 0.2747], [-1.0722, -3.8305, 1.4900], [-0.2567, -2.3514, 1.0349], [-2.4963, -3.6393, -0.5557], [-0.8631, -4.1442, -0.8963], [-2.1602, -2.1797, -2.0712], [-0.3193, -2.7149, -3.1097], [-0.1108, -1.0303, -2.7111], [1.2089, -3.5348, -1.7138], [1.1585, -2.2464, -0.5176], [2.4139, -2.0775, -3.3066], [1.8163, 0.0149, -1.2408], [3.2648, 0.1764, -2.2323], [1.6412, 0.0986, -2.9637], [4.3990, -2.5115, -2.3891], [4.1832, -1.4747, -1.0239], [4.5979, -4.0697, -0.8541], [2.8690, -4.2276, -0.9273], [4.2979, -3.9612, 1.4057], [1.1218, -2.3110, 2.8178], [2.5277, -2.9838, 3.5857], [1.6730, -4.0070, 2.4585], [1.9731, -0.5212, 1.8749], [2.8220, -0.5808, 0.3456], [3.7235, -0.5564, 1.8861], [-0.4474, -1.0040, 6.4619], [1.0073, -1.3477, 6.7670], [1.0124, -2.8583, 6.5820], [0.0277, -3.1489, 5.5823], [-0.7675, -1.9861, 5.3445], [-0.6030, 0.0337, 6.1707], [-1.0713, -1.2103, 7.3337], [1.6650, -0.8749, 6.0331], [1.3327, -1.0429, 7.7597], [0.7283, -3.3728, 7.5048], [1.9792, -3.2435, 6.2557], [-0.4928, -1.5712, 4.3648], [-1.8198, -2.2709, 5.3149], [-3.3769, 5.9115, -4.9132], [-4.7121, 5.5255, -4.2835], [-4.4340, 4.1061, -3.8114], [-3.0385, 4.0524, -3.4874], [-2.3859, 5.2300, -3.9816], [-3.2182, 6.9857, -4.9833], [-3.3018, 5.4896, -5.9177], [-4.9227, 6.1722, -3.4293], [-5.5551, 5.5837, -4.9693], [-4.6326, 3.3774, -4.6046], [-5.0183, 3.8295, -2.9326], [-2.1380, 5.8702, -3.1285], [-1.4593, 4.9451, -4.4814]],
  "forces_ev_per_angstrom": [[-0.12, -0.32, 0.11], [0.18, 0.32, -0.25], [-0.63, -0.15, 0.30], [0.28, -0.27, 0.24], [0.68, -0.45, -0.21], [-0.76, 0.63, -0.52], [0.45, 0.24, 0.16], [-0.43, 0.39, -0.25], [0.43, -0.48, 0.22], [0.00, 0.10, 0.08], [0.30, -0.12, -0.17], [-0.34, -0.17, 0.21], [-0.11, 0.02, -0.07], [0.09, -0.37, -0.25], [0.13, -0.24, -0.37], [0.21, 1.22, 0.39], [-0.56, -0.26, 0.00], [-0.19, -0.93, -0.27], [1.93, 0.91, 0.22], [-0.44, 0.90, -0.05], [-0.21, -0.46, -0.32], [2.04, 0.32, 1.20], [-1.19, -0.23, -0.51], [0.05, 0.13, -0.06], [0.12, 0.16, 0.05], [-0.06, -0.06, -0.03], [0.26, -0.16, -0.16], [0.14, 0.02, 0.04], [-0.19, 0.20, 0.01], [-0.01, 0.16, -0.11], [-0.19, 0.25, 0.22], [-0.11, -0.09, 0.10], [0.14, -0.01, -0.12], [0.07, -0.19, 0.19], [-0.14, -0.07, -0.09], [0.02, -0.15, 0.03], [0.11, -0.31, 0.29], [-0.22, 0.20, -0.12], [-0.06, 0.06, 0.00], [-0.25, 0.08, 0.25], [0.06, -0.10, -0.14], [-0.03, -0.05, 0.01], [0.33, 0.27, -0.17], [-0.02, 0.01, -0.01], [-0.10, 0.03, -0.06], [-0.07, 0.17, 0.21], [-0.04, -0.03, 0.26], [-0.04, 0.16, -0.02], [-0.09, -0.38, 0.03], [0.14, 0.05, 0.06], [0.03, 0.05, -0.17], [0.20, 0.16, -0.17], [0.03, 0.10, -0.06], [-0.17, 0.16, 0.03], [-0.10, -0.17, -0.19], [-0.03, 0.01, -0.01], [-1.22, -1.27, 0.08], [-0.16, -0.13, -0.11], [-0.30, -0.05, 0.18], [-0.30, 0.02, -0.05], [-0.01, 0.12, -0.02], [0.32, 0.04, 0.07], [0.11, 0.04, -0.11], [-0.04, -0.03, 0.10], [0.05, 0.04, -0.12], [-0.06, -0.08, 0.10], [0.01, 0.13, -0.04], [0.06, -0.03, -0.08], [0.01, 0.00, -0.01], [-0.01, 0.00, -0.01], [0.01, 0.00, 0.01], [-0.02, -0.01, 0.01], [0.05, 0.01, 0.02], [-0.03, -0.04, -0.04], [-0.06, 0.06, 0.01], [0.01, -0.05, -0.02], [-0.01, -0.10, -0.11], [0.02, 0.08, 0.12], [0.00, -0.07, -0.11], [-0.01, -0.03, 0.01], [0.01, 0.09, 0.13], [-0.01, 0.01, 0.03], [0.02, 0.01, 0.00], [-0.02, -0.01, 0.00], [0.01, -0.01, -0.02], [-0.05, 0.02, 0.00], [0.05, -0.02, 0.03], [0.02, 0.04, -0.03], [-0.01, -0.07, 0.02]]
}

***

# 2
{
  "formula": "C28H56O7",
  "method": "ωB97M-V/def2-TZVPD",
  "energy_ha": -1627.008536,
  "relative_energy_kj_mol": 30.5,
  "e_lumo_ev": 0.602,
  "homo_ha": -0.3461,
  "smiles": "C1CCOC1.C1CCOC1.C1CCOC1.C1CCOC1.C1CCOC1.C1CCOC1.C1CCOC1",
  "gap_ha": 0.3682,
  "species": ["C", "C", "C", "O", "C", "H", "H", "H", "H", "H", "H", "H", "H", "C", "C", "C", "O", "C", "H", "H", "H", "H", "H", "H", "H", "H", "C", "C", "C", "O", "C", "H", "H", "H", "H", "H", "H", "H", "H", "C", "C", "C", "O", "C", "H", "H", "H", "H", "H", "H", "H", "H", "C", "C", "C", "O", "C", "H", "H", "H", "H", "H", "H", "H", "H", "C", "C", "C", "O", "C", "H", "H", "H", "H", "H", "H", "H", "H", "C", "C", "C", "O", "C", "H", "H", "H", "H", "H", "H", "H", "H"],
  "xyz": [[3.7746, -0.9818, -2.6115], [3.5950, 0.3902, -1.9936], [2.1653, 0.7331, -2.4113], [1.4990, -0.5133, -2.5959], [2.4054, -1.6016, -2.3458], [4.5885, -1.5530, -2.1546], [3.9891, -0.9560, -3.6796], [4.3351, 1.0734, -2.4189], [3.7393, 0.4033, -0.9155], [2.1355, 1.3394, -3.3225], [1.6658, 1.3479, -1.6518], [2.2369, -2.4044, -3.0601], [2.2869, -1.8858, -1.2983], [0.7986, -5.0280, -0.5709], [-0.2853, -5.5582, 0.3674], [-0.3219, -4.4761, 1.4488], [0.9885, -3.8467, 1.4333], [1.7837, -4.5254, 0.4722], [0.3624, -4.2023, -1.1405], [1.1440, -5.8211, -1.2309], [0.0327, -6.5149, 0.7919], [-1.2991, -5.7214, -0.0017], [-0.4422, -4.8889, 2.4504], [-1.0713, -3.7217, 1.2094], [2.2103, -5.4121, 0.9626], [2.5870, -3.9672, -0.0069], [1.4562, 4.5550, 1.8591], [1.6299, 3.9194, 0.4855], [0.2406, 4.1194, -0.2024], [-0.4893, 4.9830, 0.6535], [-0.0518, 4.7040, 1.9756], [1.9242, 5.5414, 1.8241], [1.8713, 4.0336, 2.7214], [1.8148, 2.8428, 0.5355], [2.4162, 4.3687, -0.1165], [-0.2325, 3.1384, -0.2980], [0.3427, 4.6251, -1.1591], [-0.5374, 3.7843, 2.3377], [-0.4413, 5.4778, 2.6370], [4.7977, -0.2510, 1.6808], [3.5096, 0.5767, 1.7887], [3.1186, 0.3854, 3.2442], [4.3308, 0.3111, 3.9633], [5.3624, -0.1587, 3.1123], [5.4881, 0.1965, 0.9649], [4.5449, -1.2421, 1.3015], [2.6812, 0.3098, 1.1278], [3.7393, 1.6219, 1.5602], [2.4767, -0.4957, 3.3788], [2.5085, 1.2146, 3.6169], [5.7359, -1.1423, 3.4101], [6.1851, 0.5571, 3.1369], [-1.3262, 0.3794, -3.9815], [-1.8337, 1.7500, -3.5398], [-1.7424, 2.5654, -4.8547], [-1.3110, 1.6673, -5.8672], [-1.6922, 0.3597, -5.4532], [-1.6074, -0.4719, -3.3555], [-0.2392, 0.3351, -3.9030], [-1.2537, 2.0759, -2.6760], [-2.8831, 1.7448, -3.2373], [-1.0419, 3.3976, -4.8006], [-2.7402, 2.9383, -5.1068], [-1.1283, -0.3645, -6.0392], [-2.7614, 0.1819, -5.6291], [-0.8532, 0.2508, 0.1530], [-0.7170, 0.8752, 1.5390], [-0.9578, -0.3090, 2.4490], [-1.8812, -1.1477, 1.7442], [-1.8613, -0.8780, 0.3322], [0.0986, -0.1839, -0.1638], [-1.1346, 1.0003, -0.5861], [-1.4481, 1.6741, 1.6927], [0.2580, 1.3460, 1.6849], [-1.4204, -0.1185, 3.4162], [-0.0251, -0.8679, 2.5973], [-2.8654, -0.6218, -0.0164], [-1.5483, -1.8223, -0.1187], [-5.9711, 0.6391, 1.5936], [-4.9388, -0.0912, 2.4640], [-5.3163, -1.5718, 2.3320], [-6.3579, -1.6493, 1.3610], [-6.3449, -0.4576, 0.5927], [-5.6039, 1.5753, 1.1838], [-6.8868, 0.8010, 2.1654], [-4.9769, 0.2607, 3.4956], [-3.9324, 0.0785, 2.0868], [-5.6069, -1.9928, 3.2944], [-4.4619, -2.1496, 1.9639], [-7.3493, -0.3360, 0.1844], [-5.6624, -0.5459, -0.2629]],
  "forces_ev_per_angstrom": [[0.23, -0.79, 0.83], [0.58, 0.59, -0.83], [0.24, 0.40, 0.43], [-0.27, -0.19, -0.14], [0.46, 0.97, -0.49], [-0.09, 0.03, 0.06], [-0.19, 0.24, -0.06], [-0.19, 0.20, 0.12], [-0.15, -0.25, 0.04], [0.01, -0.33, -0.20], [-0.16, -0.29, 0.10], [-0.52, -0.16, 0.27], [0.08, -0.44, -0.04], [-1.05, -0.29, 0.21], [-0.33, -0.15, 0.63], [0.80, -0.11, -0.04], [0.08, 0.46, -0.43], [-0.27, -1.12, -0.39], [0.34, 0.04, -0.18], [0.31, 0.20, -0.09], [0.08, 0.06, 0.01], [0.19, 0.11, -0.47], [-0.39, 0.12, -0.01], [-0.02, 0.08, 0.31], [0.33, 0.10, -0.11], [-0.08, 0.63, 0.57], [0.05, 0.67, 0.26], [-0.46, -0.73, -0.52], [0.84, 0.32, 0.52], [-0.21, -0.06, 0.02], [-0.65, -0.17, 0.04], [-0.13, 0.04, 0.20], [0.13, -0.26, -0.22], [0.21, 0.09, 0.10], [0.13, 0.05, 0.18], [-0.30, 0.11, -0.16], [-0.21, -0.19, -0.16], [0.27, -0.16, -0.13], [0.36, 0.28, -0.13], [-0.48, 0.47, -0.44], [-0.10, 0.35, -0.11], [-0.64, 0.40, -0.16], [-0.09, -0.11, 0.24], [0.16, -0.47, -0.74], [0.01, -0.07, -0.01], [0.25, -0.23, 0.46], [0.20, -0.31, -0.10], [-0.05, 0.06, 0.29], [0.37, -0.29, -0.03], [0.30, 0.11, 0.13], [-0.06, 0.10, 0.35], [0.04, -0.02, 0.14], [0.33, -0.49, 0.25], [-0.15, -0.27, 0.04], [0.00, 0.00, 0.43], [-0.04, -0.05, -0.23], [0.20, -0.10, 0.13], [-0.62, 0.11, -0.21], [0.03, 0.28, -0.18], [0.07, 0.51, -0.24], [0.05, -0.29, 0.14], [0.00, 0.00, -0.12], [0.07, 0.17, -0.04], [0.05, 0.07, -0.03], [-0.04, 0.09, 0.07], [0.42, 0.04, -0.34], [-0.04, 0.44, 0.15], [-0.08, -0.63, -0.28], [-0.36, 0.10, 0.02], [0.29, -0.23, 0.70], [0.04, 0.12, -0.01], [-0.12, -0.17, -0.13], [-0.18, -0.19, -0.02], [0.06, -0.16, 0.05], [0.15, 0.30, 0.03], [0.00, 0.03, 0.10], [-0.05, 0.00, 0.12], [-0.01, 0.21, -0.47], [-0.26, -0.80, 0.08], [-0.03, 0.40, 0.05], [0.66, 0.11, -0.27], [-0.21, -0.08, 0.28], [-0.22, 0.15, -0.15], [-0.06, 0.01, -0.16], [0.12, 0.35, 0.11], [0.07, -0.07, 0.00], [0.05, -0.02, 0.03], [-0.44, -0.13, -0.19], [0.06, 0.03, 0.12], [0.02, 0.04, 0.00], [0.23, 0.06, 0.14]]
}

***

- Number 1 is which compound?
  C28H56NO4